[1]
This record from the OMol25 dataset describes a cluster of 8 separate species, C24H34Cl8F2O6 in total at a distorted geometry. The level of theory is ωB97M-V with the def2-TZVPD basis set.

Output
F_max: 0.07376 hartree/bohr
Total charge: 0
Relative energy (zero: lowest compared OMol25 entry of this formula, charge and spin): 3.8 kJ/mol

Atoms and positions in Å:
C -2.4684 3.7044 -6.1039
Cl -4.2026 3.6968 -6.3645
Cl -1.6634 2.9904 -7.5084
H -2.1084 4.7198 -5.9379
H -2.3180 3.1015 -5.2084
C -7.6938 3.3999 -1.0507
Cl -7.7308 1.8729 -1.9154
Cl -7.8904 4.8137 -2.1639
H -8.5895 3.4516 -0.4317
H -6.8741 3.5102 -0.3408
C -1.2207 0.2564 -0.6476
Cl -2.5101 1.4044 -0.1522
Cl -0.8047 0.5855 -2.3223
H -0.2895 0.4844 -0.1289
H -1.5439 -0.7715 -0.4827
C -6.3305 -2.3973 0.1856
Cl -5.8775 -3.1075 -1.4238
Cl -5.6253 -3.3325 1.4889
H -5.9526 -1.3756 0.1484
H -7.4146 -2.5068 0.2130
C 0.8095 -5.1432 0.3022
C 1.8783 -4.6149 -0.6444
O 2.5742 -3.4704 -0.0713
C 3.7457 -3.6078 0.4569
O 4.3890 -4.6338 0.4542
O 4.0241 -2.4349 1.1110
C 5.3375 -2.2473 1.6784
H 0.3598 -5.9608 -0.2612
H 0.0419 -4.3872 0.4681
H 1.2625 -5.5129 1.2221
H 1.4306 -4.2901 -1.5837
H 2.5396 -5.4525 -0.8660
H 5.6464 -3.1563 2.1945
H 5.3741 -1.4612 2.4326
H 6.1878 -2.0039 1.0413
C -2.8639 3.9729 4.1834
C -2.2888 2.9758 5.1181
O -1.8310 1.8933 4.3030
C -1.2466 0.8431 4.8105
O -1.0942 0.6300 6.0266
O -0.7732 0.0552 3.8351
C -0.2158 -1.2105 4.1227
H -2.1815 4.2913 3.3954
H -3.2665 4.8460 4.6970
H -3.7542 3.5162 3.7510
H -2.9983 2.5705 5.8396
H -1.4583 3.3412 5.7220
H -0.1918 -1.4655 5.1822
H 0.7878 -1.3099 3.7092
H -0.8600 -1.9321 3.6205
F 4.2887 -4.4989 -8.3908
C 3.8955 -3.7567 -7.3540
C 4.8918 -3.3685 -6.3657
C 4.4594 -2.6045 -5.2958
C 3.1496 -2.1679 -5.1348
C 2.2424 -2.5043 -6.1416
C 2.5724 -3.3339 -7.2191
H 5.9217 -3.6865 -6.4343
H 5.2313 -2.3084 -4.6009
H 2.8927 -1.5749 -4.2695
H 1.2491 -2.0940 -6.0349
H 1.7659 -3.6471 -7.8655
F 3.0992 1.6472 4.4109
C 2.7285 2.8272 3.8741
C 2.5253 2.8447 2.4571
C 1.8949 3.8966 1.8252
C 1.5088 4.9562 2.6110
C 1.6639 4.9379 4.0356
C 2.2878 3.8795 4.6868
H 2.8212 1.9771 1.8860
H 1.8253 3.9993 0.7524
H 1.1515 5.8424 2.1077
H 1.2630 5.7680 4.5983
H 2.4140 3.8287 5.7582

And the Löwdin charges, in e, turn out to be: -1.044, 0.502, 0.492, 0.030, 0.020, -1.019, 0.508, 0.464, 0.013, 0.035, -1.009, 0.465, 0.492, 0.019, 0.033, -0.999, 0.443, 0.509, 0.023, 0.022, -0.059, -0.186, 0.043, -0.603, 0.119, -0.010, -0.050, 0.081, 0.074, 0.085, 0.122, 0.119, 0.088, 0.087, 0.090, -0.066, -0.218, 0.036, -0.572, 0.081, -0.006, -0.045, 0.083, 0.083, 0.081, 0.130, 0.126, 0.094, 0.092, 0.091, 0.063, -0.259, -0.001, -0.112, -0.094, -0.091, -0.019, 0.107, 0.100, 0.098, 0.099, 0.111, 0.048, -0.253, -0.015, -0.103, -0.097, -0.073, -0.019, 0.107, 0.106, 0.095, 0.097, 0.114

---

[2]
This record from the OMol25 dataset describes a structure of composition C24H34N3O2PtSi. The level of theory is ωB97M-V with the def2-TZVPD basis set.

Output
F_max: 0.00557 hartree/bohr
Total charge: -1

Atoms and positions in Å:
Pt 0.0792 0.2544 0.7426
O -0.0006 0.7226 -2.6071
C 0.5071 -0.3899 -3.0271
C -0.0109 -1.0891 -4.1505
C 0.6254 -2.2036 -4.6300
C 1.8206 -2.6828 -4.0656
C 2.3301 -2.0199 -2.9770
C 1.6744 -0.9178 -2.4008
C 2.3279 -0.2956 -1.2841
N 1.8231 0.3901 -0.3192
C 2.7789 1.1374 0.5162
C 2.0617 2.3635 1.0719
N 0.8815 1.8721 1.7514
C 0.6652 2.0927 2.9892
C -0.3947 1.4978 3.7739
C -0.4355 1.8626 5.1321
C -1.3739 1.3698 6.0043
C -2.3278 0.4689 5.5061
C -2.3223 0.0905 4.1890
C -1.3606 0.5767 3.2622
O -1.4697 0.1697 2.0381
H -0.9135 -0.6928 -4.5868
H 0.1999 -2.7212 -5.4834
H 2.3251 -3.5452 -4.4802
H 3.2512 -2.3623 -2.5152
H 3.4195 -0.3905 -1.2918
H 3.6385 1.4553 -0.0790
H 3.1214 0.5047 1.3410
H 1.7466 2.9878 0.2319
H 2.7117 2.9461 1.7340
H 1.3226 2.7883 3.5211
H 0.3123 2.5637 5.4898
H -1.3759 1.6653 7.0447
H -3.0794 0.0587 6.1711
H -3.0539 -0.6072 3.8018
C -0.1381 3.4935 -2.7364
C -1.3576 2.5664 -2.9111
C -2.0717 2.4291 -1.5551
C -2.3185 3.2065 -3.9147
N -1.0343 1.3015 -3.5281
H -0.4310 4.4886 -2.3838
H 0.3844 3.5904 -3.6912
H 0.5575 3.0643 -2.0108
H -2.2264 3.3991 -1.0673
H -1.4827 1.8004 -0.8851
H -3.0430 1.9481 -1.6921
H -2.6428 4.1904 -3.5641
H -3.1970 2.5714 -4.0439
H -1.8296 3.3175 -4.8850
C -1.4406 -4.2662 1.0893
Si -0.0632 -2.9782 0.9625
C 0.4514 -2.5878 2.7355
C 1.4228 -3.8107 0.1481
C -0.6229 -1.5119 -0.0263
H -1.0923 -5.2006 1.5387
H -1.8502 -4.4947 0.1022
H -2.2573 -3.8778 1.7035
H 0.9068 -3.4650 3.2065
H -0.4057 -2.2836 3.3410
H 1.1732 -1.7679 2.7591
H 1.6871 -4.7368 0.6660
H 2.2977 -3.1520 0.1692
H 1.2223 -4.0439 -0.9008
H -1.7169 -1.4437 0.0407
H -0.3865 -1.6676 -1.0807

And the Löwdin charges, in e, turn out to be: 1.084, -0.103, -0.283, -0.013, -0.094, -0.122, -0.081, -0.162, -0.101, -0.127, -0.205, -0.205, -0.141, -0.098, -0.142, -0.075, -0.122, -0.100, -0.024, -0.358, -0.223, 0.086, 0.095, 0.085, 0.106, 0.130, 0.115, 0.119, 0.113, 0.115, 0.124, 0.101, 0.087, 0.096, 0.113, -0.072, -0.710, -0.066, -0.086, 0.010, 0.065, 0.071, 0.049, 0.068, 0.030, 0.072, 0.070, 0.067, 0.066, -0.197, 0.408, -0.198, -0.191, -0.403, 0.017, 0.023, 0.021, 0.021, 0.018, 0.008, 0.019, 0.017, 0.021, 0.007, -0.009

---

Electronic energy, respectively: -5267.554247; -1658.477060 a.u..
HOMO, respectively: -9.2; -2.7 eV.
E_LUMO, respectively: 0.15; 2.47 eV.